The following is a DFT calculation (ωB97M-V/def2-TZVPD) of the molecule C3H9N5 in a non-equilibrium geometry.

Last column: Mulliken charge in e.
Positions of all 17 atoms, in Å:
C 0.9941 1.0789 -1.0447  -0.98
N 1.8727 -0.9654 0.6430  -0.66
C 0.4479 -0.6144 0.6723  -0.18
N 0.1784 0.7380 0.1256  0.07
H 2.1083 -1.2859 -0.2939  0.28
H 2.0253 -1.7595 1.2611  0.28
H 0.1519 -0.5881 1.7283  0.31
H 2.0492 1.1847 -0.7684  0.34
H 0.6885 2.0494 -1.4541  0.30
H 0.9191 0.3371 -1.8474  0.36
N -1.2642 0.7681 -0.3018  -0.18
N -2.1455 0.8290 0.8190  -0.68
C -0.4026 -1.6569 -0.0094  0.41
N -0.9222 -2.5957 -0.4635  -0.49
H -1.4298 1.6053 -0.8810  0.33
H -2.1596 -0.0603 1.3201  0.23
H -3.1114 0.9356 0.4950  0.26

The calculation puts the lowest unoccupied orbital energy at 0.84 eV. As for the strongest force on any atom: 1.95 eV Å⁻¹. Its SMILES is CN(NN)[C@H](N)C#N. The value obtained for the energy above the lowest of the compared OMol25 structures with the same formula, charge and spin is 356.52 kJ/mol. Its net charge is 0. The highest occupied orbital energy is -7.97 eV. For the gap between HOMO and LUMO, the calculation gives 8.8 eV.